one | 56
Properties=species:S:1:pos:R:3 method="wB97M-V/def2-TZVPD" charge=0 homo_energy_ev=-7.1 homo_lumo_gap_ev=6.3
O -1.02592 -1.27332 -0.02369
H 3.03219 -1.31561 6.08952
H -1.62287 -2.94998 -0.10341
H -1.39380 -7.66399 1.88259
H 0.17682 6.80062 -4.76660
C -0.57595 4.37968 -3.53043
O 3.07493 -0.55339 4.36714
H 1.34026 0.79984 -1.13318
C 3.60827 -0.97435 5.42835
C -2.17016 -6.30110 0.42608
C 0.34011 4.90643 -2.54796
C -0.14458 1.38510 0.29412
H 0.83599 -3.52189 3.04247
O -1.82857 2.55516 -4.57209
C 1.29473 -1.13050 2.67913
O 1.97540 -2.65493 4.49376
C -1.09045 2.94444 -3.71857
C -0.25282 2.14529 -2.72735
C -0.39983 -1.09012 0.86354
H -0.83994 1.19527 -2.47059
N 0.29447 0.35034 1.24612
C -2.29935 1.10030 -4.56713
H 4.32835 -1.72725 5.00412
H 2.83896 1.54915 2.56590
C 0.05513 -3.23409 2.06206
C 1.87475 1.52796 2.60034
H -1.44139 7.01112 -5.55541
H -2.88673 0.84262 -3.52376
H 0.16065 -5.79291 2.77759
H 0.53147 5.86231 -2.74562
C -2.18901 -4.90557 -0.06892
H 1.89806 2.18030 -0.18182
H -1.02726 1.24386 -0.04927
H -1.27716 0.53220 -4.66979
H -2.92605 1.28387 -5.35312
C -0.69065 -5.54238 2.00604
C 0.59950 2.63412 -1.68261
H 1.38301 4.32098 -0.86510
H 1.75898 1.59122 3.94981
C -0.54823 -4.25825 1.40787
H 4.30646 -0.12322 5.67994
H -2.80878 -4.99466 -1.25122
C 0.51255 -1.81192 1.96834
C 0.99384 1.69712 -0.70412
C -0.89023 6.34299 -4.66564
H -1.19195 7.19551 -3.70424
O -2.95000 -7.40402 -0.23059
O -1.13324 5.14255 -4.45066
C -1.59449 -3.99990 0.49880
H -3.54788 -7.08131 -0.83242
C -1.31041 -6.54905 1.24841
C 2.04248 -1.55094 3.94877
C 1.20203 0.14456 2.25865
C 0.74401 4.04366 -1.69559
H 1.18872 2.39640 2.41183
H -0.33439 2.29967 1.18962


two | 56
Properties=species:S:1:pos:R:3 method="wB97M-V/def2-TZVPD" charge=0 homo_energy_ev=-7.9 homo_lumo_gap_ev=8.4
C -5.77609 0.40419 -2.35754
H -4.05799 1.22857 -0.69980
C 4.48367 -1.66135 -0.90318
C -2.34210 2.78968 -0.64547
H 2.58924 -3.08832 -2.43675
H -4.78435 0.54321 -2.79897
H -3.71440 3.07419 0.96111
H -2.04439 3.54303 1.29025
C -4.13416 0.38311 -0.03819
H 4.60499 -2.59672 -1.42551
C -2.39128 1.42947 1.49092
C 3.22317 -1.21506 -0.54034
O -2.92971 3.43608 -1.48413
C -5.12258 -1.75213 0.49886
C 5.51237 0.28017 0.06026
C -2.67422 2.77635 0.82713
C 0.82097 0.79666 -0.59920
H 1.71465 -0.59734 2.43135
O 2.06685 -1.90141 -0.81429
O 6.55165 1.09299 0.40424
C -1.00134 0.96315 1.10963
H -4.47101 -2.64950 2.30810
O -5.80175 -0.69307 -1.47883
C 1.76088 0.54741 0.58492
C -3.50598 -0.75952 1.97019
H -2.41482 1.55034 2.57849
O -5.97284 -2.76904 0.19317
H 7.98449 0.58586 -1.00983
H 1.93427 1.50495 1.08888
C -3.37855 0.33689 1.12954
C 4.24230 0.72749 0.42557
H -0.92965 2.11598 -1.94349
H 4.17508 1.66758 0.95060
H -6.07988 1.32795 -1.85636
C -4.36722 -1.79611 1.65782
C -5.00346 -0.64503 -0.35510
C 3.09820 0.00817 0.14246
C 1.07028 -0.39180 1.57512
C 5.62339 -0.92742 -0.60909
O -0.63933 -0.03925 3.20339
H 1.25714 1.53627 -1.27568
H 8.51397 1.46791 0.44353
C 7.85576 0.68365 0.07322
H -6.49089 0.16788 -3.14444
H 1.13471 -3.52557 -1.50773
H -6.41521 -2.54226 -0.63610
H 6.58114 -1.31918 -0.91148
C 2.15859 -3.16108 -1.43271
C -0.24264 0.17078 2.07372
H 0.85104 -1.34115 1.08084
N -1.24714 2.03804 -0.98530
H 2.74691 -3.86246 -0.83323
H -2.92088 -0.80546 2.87515
C -0.51115 1.26351 -0.10984
H 8.11518 -0.26372 0.55699
H 0.69414 -0.13751 -1.15285


Quick ranking, most stable first: two, one.


one | 7
Properties=species:S:1:pos:R:3 method="wB97M-V/def2-TZVPD" charge=0 homo_energy_ev=-10.4 homo_lumo_gap_ev=10.3
H -1.72510 -0.72540 0.69799
N 0.91357 0.81612 0.37395
C -0.26368 0.48350 0.10548
N 2.80977 -0.59386 -0.08344
C 1.86806 0.07337 -0.03090
C -1.44591 -0.06334 -0.15503
H -2.15671 0.00961 -0.90804


two | 7
Properties=species:S:1:pos:R:3 method="wB97M-V/def2-TZVPD" charge=0 homo_energy_ev=-11.0 homo_lumo_gap_ev=9.8
H -0.19122 -0.58683 -0.56689
C 0.46900 1.42340 -0.94394
C 0.36962 0.10225 -0.10237
N 1.78064 0.11297 -0.17314
C -0.62997 2.04193 -1.16245
N 1.83891 1.21441 -0.82331
H -0.15564 0.38361 0.93083


three | 7
Properties=species:S:1:pos:R:3 method="wB97M-V/def2-TZVPD" charge=0 homo_energy_ev="-9.6 / -9.6" homo_lumo_gap_ev="7.7 / 7.7"
N 1.82375 -1.88303 0.26572
C -2.07638 0.30689 0.00844
H 2.66998 -0.09055 -0.68108
H -0.59468 1.99271 0.59212
C -1.20407 1.18542 0.30388
C 2.25119 -0.95893 -0.24085
N -2.86979 -0.55251 -0.24821


Quick ranking, most stable first: one, three, two.


one | 22
Properties=species:S:1:pos:R:3 method="wB97M-V/def2-TZVPD" charge=0 homo_energy_ev=-8.6 homo_lumo_gap_ev=9.0
O 1.71185 0.87396 -1.16668
H 4.14511 -1.69352 2.92152
H 2.79782 1.67044 2.32442
H 4.85980 -0.73362 1.60892
C 1.77244 -0.44692 -0.87976
H 0.89122 -1.93551 1.60484
H 2.05016 -2.37299 2.92470
C 1.91772 -1.83391 1.97758
C 2.15378 0.83290 2.64321
C 2.60720 -0.58500 0.37120
H 1.12366 1.09724 2.36726
C 3.07088 -1.96280 0.94695
O 2.18606 0.68395 4.04821
H 0.67787 -0.43137 -0.13089
C 3.92777 -1.18152 1.97458
H 3.10581 0.54695 4.30937
C 2.56537 -0.42224 1.91515
H 4.52421 0.89420 0.42414
H 2.79929 1.42812 -0.92327
H 1.32803 -1.46293 -0.88808
O 3.98293 0.58425 -0.30435
H 3.35887 -2.85992 0.38562


two | 22
Properties=species:S:1:pos:R:3 method="wB97M-V/def2-TZVPD" charge=0 homo_energy_ev=-9.5 homo_lumo_gap_ev=10.1
H 3.00963 1.19040 -1.40569
H -0.65721 -0.82896 -1.98697
H -2.02975 0.29377 -1.50380
C -2.17345 -0.49666 1.02867
C -1.06632 -0.14506 -1.23931
H -2.99412 -1.16982 0.74818
C -0.35372 2.18454 -0.57488
O 2.31935 1.43039 -0.76572
C 1.39053 0.40227 -0.89776
C -1.02158 -0.74999 0.11403
H 1.50177 -1.46785 2.37119
O 0.63892 -0.28160 0.94080
H 0.41642 2.88782 -0.27827
O 1.69870 -0.56943 -1.61716
H -1.91021 -0.72861 2.06369
H 1.59504 -2.10747 0.66074
H 2.60591 -0.75080 1.23373
H -2.55386 0.52437 0.96544
C -0.01798 0.96826 -1.02239
C 1.62332 -1.22825 1.31214
H -0.66672 -1.77829 0.08405
H -1.35464 2.42096 -0.23072


Quick ranking, most stable first: two, one.


one | 22
Properties=species:S:1:pos:R:3 method="wB97M-V/def2-TZVPD" charge=0 homo_energy_ev=-10.0 homo_lumo_gap_ev=10.5
O 2.57943 -0.09501 2.07970
C -2.69544 -1.01797 2.20038
C -1.78114 -0.25766 1.24245
H 0.51209 1.60187 0.56364
C 0.30459 -0.73243 1.65862
H -0.81403 0.63704 3.10056
H -2.12297 -1.64428 2.90020
H -3.28014 -0.00456 -0.28400
O -0.06985 1.61949 1.48730
H -0.47857 -0.88329 -0.43428
C -2.58679 0.61978 0.29812
H -3.30487 -0.31670 2.78926
H 0.43012 -1.43523 2.48916
H -3.37410 -1.67350 1.63584
C 1.63096 -0.09827 1.33301
C -0.71508 -1.19042 0.59537
H -0.94103 -2.26360 0.58584
H 1.24259 0.22810 -0.63723
H -1.94875 1.16144 -0.41449
C -0.64143 0.45069 2.03416
H -3.17908 1.35964 0.85607
O 1.89104 0.55616 -0.00358


two | 22
Properties=species:S:1:pos:R:3 method="wB97M-V/def2-TZVPD" charge=0 homo_energy_ev=-9.3 homo_lumo_gap_ev=9.9
O 0.82694 0.57377 -3.89597
H 1.65978 1.94768 -0.43140
H 1.36649 -1.95354 1.10651
C 0.27910 -1.91421 1.01317
H -1.24199 -0.46915 0.32705
C -0.35563 -0.55006 0.96032
C 0.50351 0.67359 0.97698
H -1.29509 -1.31327 -2.03141
C 0.61629 0.12446 -2.79835
O -1.31877 -0.50440 -2.55542
C -0.13666 2.04162 0.92063
H -1.21856 2.06616 0.77393
H 0.04200 -1.08695 3.07935
C -0.50675 -1.39953 2.18935
H -1.27011 0.57752 -1.60923
O -0.01458 1.26378 -1.43250
H 1.40112 0.58025 1.59492
H -0.15355 -2.71041 0.40553
H -1.48380 -1.84373 2.38357
H 1.36167 -0.49146 -2.26267
C 0.66467 1.53698 -0.23971
H 0.27391 2.85088 1.52535


three | 22
Properties=species:S:1:pos:R:3 method="wB97M-V/def2-TZVPD" charge=0 homo_energy_ev=-9.7 homo_lumo_gap_ev=10.2
H -1.39094 1.13394 1.31286
H 1.73038 0.70551 -3.68763
H -1.46874 -0.54890 -1.53939
C -0.70718 0.28232 1.19759
O 0.48492 1.73399 -2.19308
C -0.41856 -0.23236 2.60851
C 1.59941 -1.25579 -0.55781
H 1.40156 0.84481 1.27107
H -0.01593 0.56343 3.24367
H 0.43715 1.82150 0.24003
H -2.98958 -0.95948 -0.74858
O -1.39505 -0.76778 0.51379
O 1.83931 0.11665 -2.91312
C 1.09530 0.70321 -1.96185
H 0.29711 -1.06094 2.58866
C 0.59830 0.77306 0.52374
H 1.60179 -1.77993 0.39220
H 1.96113 -1.80708 -1.42069
C 1.12901 -0.00030 -0.65733
H -1.33429 -0.61466 3.07289
H -2.37118 0.70185 -0.62712
C -2.08394 -0.35303 -0.65842


Quick ranking, most stable first: three, one, two.


one | 12
Properties=species:S:1:pos:R:3 method="wB97M-V/def2-TZVPD" charge=0 homo_energy_ev=-9.0 homo_lumo_gap_ev=9.8
H 1.99259 1.37291 -1.76724
H -1.56573 -3.25517 1.94679
H -0.46757 1.44225 -2.05763
H -0.01362 2.12481 -0.45394
H 1.39325 -0.31471 -1.69210
C -0.03019 1.22803 -1.08101
H -0.69222 0.52744 -0.57166
H 1.39643 1.26349 1.08148
S -2.35067 -3.13707 3.02318
H -3.24514 -2.38047 2.38800
S 2.21041 0.46249 0.40812
C 1.37247 0.66600 -1.22397


two | 12
Properties=species:S:1:pos:R:3 method="wB97M-V/def2-TZVPD" charge=0 homo_energy_ev=-9.1 homo_lumo_gap_ev=9.9
S 1.95858 -0.65552 3.51471
H 1.61096 -0.98031 2.25785
C -1.21069 0.98641 -0.98638
H 1.01151 0.76817 -1.27121
H -2.10090 0.40867 -1.18839
H -1.18817 1.90429 -1.56347
H 0.13376 0.06962 -2.51279
H 0.72408 -0.59643 3.92372
H -1.16169 1.10461 0.11621
S 0.34648 -1.56866 -1.01811
C 0.08592 0.20605 -1.46749
H -0.20985 -1.64690 0.19534


three | 12
Properties=species:S:1:pos:R:3 method="wB97M-V/def2-TZVPD" charge=0 homo_energy_ev=-9.0 homo_lumo_gap_ev=10.0
H 7.17683 0.92499 0.90017
S 5.30745 -0.10869 1.79864
C 6.16603 1.32389 1.08932
H -3.48644 -2.09962 -4.21740
H -2.86591 -1.54223 -2.63198
C -3.02732 -2.42762 -3.26965
H -2.04816 -2.88393 -3.49246
H 6.23804 2.11756 1.85189
S -4.12847 -3.50517 -2.27498
H 5.65844 0.24864 3.05228
H 5.78233 1.76737 0.15513
H -4.25195 -4.37528 -3.29975


Quick ranking, most stable first: one, two, three.


one | 15
Properties=species:S:1:pos:R:3 method="wB97M-V/def2-TZVPD" charge=0 homo_energy_ev=-8.7 homo_lumo_gap_ev=9.1
C -3.16296 -0.44818 0.09579
H 1.19483 -0.64675 1.81580
H -3.95826 -0.14735 -0.51296
C 0.08513 0.46390 0.38534
C 0.31401 -1.66527 0.22554
Cl 2.46995 -0.23979 -0.36152
N -1.92565 -0.58152 -0.73866
N -0.75338 -0.66321 -0.02464
H -0.12242 -2.33075 1.15169
H -3.04477 0.34824 0.76045
C 1.09703 -0.58065 0.72034
S -0.15656 2.02983 0.07063
H -3.44605 -1.18528 0.79770
H -1.91360 -0.09175 -1.60522
H 0.55999 -2.25298 -0.61068


two | 15
Properties=species:S:1:pos:R:3 method="wB97M-V/def2-TZVPD" charge=0 homo_energy_ev=-8.5 homo_lumo_gap_ev=9.3
H -0.64917 1.53933 0.43374
H -1.45450 0.93328 -1.81657
C 0.40896 -0.23740 2.00676
N -0.32619 -1.53782 0.08900
H -1.56921 -1.80957 -1.62252
H 0.36564 -1.24597 2.46426
C -0.04592 0.82759 -0.16351
C -1.38043 -1.03776 -0.83307
C -0.74345 0.28231 -1.36678
N 0.22110 -0.36304 0.67615
Cl 0.30085 -0.13771 -2.75835
H 0.81819 1.45823 -0.55281
H -2.35315 -0.84833 -0.33832
H 0.38438 -1.89226 -0.50151
S 0.66525 1.15649 2.85057


Quick ranking, most stable first: two, one.